The following is a quantum chemistry calculation of C21H20BN5O3S5W as an isolated structure, from the Open Molecules 2025 dataset.

Output
- Multiplicity: 3
- Kohn-Sham gap (alpha / beta): 6.860 / 7.444 eV
- Relative energy (zero: lowest compared OMol25 entry of this formula, charge and spin): 0.0 kJ/mol

Cartesian coordinates (Å):
C: 3.130 -1.537 -0.116
H: -4.693 -2.064 0.035
C: 2.249 1.881 -0.748
H: 0.701 6.204 -1.261
O: -0.546 2.174 4.055
C: 1.511 4.230 -1.083
S: 1.601 1.059 2.463
C: 5.471 -0.144 -0.846
C: 5.520 -1.487 -0.534
H: -1.494 5.555 -0.313
C: -1.342 -2.355 0.995
H: 6.364 0.401 -1.120
S: -0.087 0.874 3.675
N: -3.088 -1.480 -1.489
S: 3.906 2.172 -1.072
H: -0.797 1.658 -2.377
C: -2.628 -0.232 -1.366
O: 0.107 -0.113 4.694
H: -2.425 2.305 -2.609
C: -3.036 -1.835 -2.815
H: 2.484 4.505 -1.475
H: -2.102 -3.322 3.977
C: -2.542 -0.785 -3.511
H: 0.973 -1.999 2.285
H: -2.352 -0.654 -4.561
C: 4.236 0.493 -0.785
N: -0.998 -2.689 2.256
N: -2.659 -2.503 0.862
N: -2.299 0.213 -2.595
N: 1.924 0.643 -0.446
H: -1.566 1.557 -3.977
C: 3.065 -0.183 -0.438
S: -2.472 0.632 0.124
C: -0.718 4.809 -0.431
C: -0.968 3.506 -0.034
C: -1.738 1.515 -2.904
H: -4.213 -3.097 2.197
S: -0.218 -1.734 -0.192
H: -3.693 -3.540 -0.886
C: 0.009 2.508 -0.154
C: 0.334 -2.679 2.843
H: 2.238 -2.075 0.166
O: -0.974 0.297 2.536
H: -1.936 3.262 0.381
C: 1.241 2.920 -0.690
H: 0.762 -3.681 2.815
W: 0.025 0.569 0.737
C: -2.131 -3.045 2.939
B: -3.628 -2.443 -0.383
H: -3.355 -2.807 -3.143
H: 6.465 -2.011 -0.566
C: 4.355 -2.170 -0.168
H: 4.411 -3.221 0.083
C: 0.518 5.181 -0.961
H: 0.258 -2.311 3.863
C: -3.161 -2.926 2.067

The following is a quantum chemistry calculation of a single C4H6N2S2 molecule, from the Open Molecules 2025 dataset.

Output
- SMILES string: C=C/C=N\S/C=N\S
- Kohn-Sham gap: 7.946 eV
- Relative energy (zero: lowest compared OMol25 entry of this formula, charge and spin): 460.2 kJ/mol

Cartesian coordinates (Å):
H: 0.295 -2.085 -0.114
N: -0.340 -0.215 -0.053
C: 2.777 0.389 0.051
C: -2.303 1.468 -0.053
C: 0.703 -1.051 -0.068
H: -2.377 -1.180 0.774
H: -2.430 2.621 -0.159
S: -3.592 -0.928 -0.090
H: 2.256 1.363 0.214
H: 3.968 0.215 0.096
C: 2.178 -0.810 -0.188
N: -3.296 0.720 -0.021
S: -0.533 1.425 -0.119
H: 2.693 -1.933 -0.271

The following is a quantum chemistry calculation of a 2-piece molecular cluster, C6H12N2 overall, from the Open Molecules 2025 dataset.

Output
- SMILES string: Cc1c[nH]cn1.CC
- Kohn-Sham gap: 9.236 eV
- Relative energy (zero: lowest compared OMol25 entry of this formula, charge and spin): 56.2 kJ/mol

Cartesian coordinates (Å):
C: 0.693 -1.022 1.397
H: 0.437 -3.448 -2.055
C: -0.241 -2.667 -1.722
C: -1.677 3.022 0.145
H: -0.534 2.391 1.907
H: -2.044 2.430 -0.690
H: -0.237 -1.984 -2.578
H: 2.360 -1.662 -1.282
H: -0.563 1.257 0.710
C: -0.459 2.340 0.807
H: 0.496 -0.629 2.375
C: 1.647 -1.677 -0.475
H: 0.528 2.736 0.594
H: 2.729 -0.608 0.954
H: -1.313 3.962 -0.268
C: 0.296 -2.029 -0.475
H: -2.446 3.248 0.869
H: -1.265 -3.014 -1.587
N: -0.252 -1.635 0.685
N: 1.847 -1.011 0.689

The following is a quantum chemistry calculation of C20H31ErIN5O as an isolated structure, from the Open Molecules 2025 dataset.

Output
- Charge: +2
- Multiplicity: 4
- Kohn-Sham gap (alpha / beta): 7.836 / 7.888 eV
- Relative energy (zero: lowest compared OMol25 entry of this formula, charge and spin): 40.9 kJ/mol

Cartesian coordinates (Å):
C: -2.891 2.944 -0.558
H: -2.700 -4.197 2.310
H: 1.813 1.950 -3.023
H: -3.383 -3.368 0.927
C: 0.620 4.370 1.277
H: 4.241 -3.989 0.790
H: 1.123 1.886 -1.451
H: 1.338 2.363 1.325
H: -0.475 -2.972 1.733
C: -1.630 4.685 0.461
H: 2.512 -3.877 0.427
N: -1.195 -2.417 -0.161
H: 1.538 4.762 1.696
I: -3.123 0.956 -1.459
C: -1.699 3.298 0.118
H: -3.131 -0.079 2.430
C: 2.251 -1.298 0.961
C: -0.629 2.404 0.468
C: -2.847 -2.089 2.577
C: 0.796 0.220 -2.564
N: 1.230 -0.794 1.122
C: 0.496 2.988 1.027
C: -1.232 -3.318 1.024
H: -0.975 -4.339 0.737
H: -2.055 -2.006 3.322
H: -1.977 -2.659 -0.765
H: -3.788 -2.225 3.111
H: 0.685 -1.875 -5.125
C: 3.882 -1.735 -0.755
H: 0.563 -2.349 -3.430
C: 4.602 -1.362 1.648
H: -2.635 6.584 0.541
H: -0.382 6.251 1.249
N: -2.876 -0.825 1.784
O: 0.118 -0.383 -1.680
N: 1.386 1.402 -2.295
Er: -0.853 0.027 0.331
H: 5.556 -1.836 1.420
C: 0.316 -1.571 -4.150
C: -3.946 3.771 -0.798
H: 4.367 -1.547 2.696
C: -0.435 5.193 1.025
H: -0.768 -1.462 -4.198
H: 3.097 -3.615 2.081
N: 0.955 -0.317 -3.772
H: -3.669 -0.893 1.151
C: -2.602 -3.304 1.693
H: 4.085 -0.682 -0.954
H: -4.715 5.762 -0.516
C: 3.321 -3.456 1.026
H: -0.377 -2.645 -0.721
H: 3.074 -2.064 -1.411
H: 4.708 -0.288 1.496
H: 4.779 -2.308 -0.984
C: -2.728 5.549 0.238
H: 1.435 0.204 -4.486
H: -4.817 3.427 -1.338
C: 3.525 -1.957 0.728
C: -3.873 5.105 -0.355

Question: The lowest relative energy (zero: lowest compared OMol25 entry of this formula, charge and spin) belongs to which entry?
Answer: C21H20BN5O3S5W

Question: What is the relative energy (zero: lowest compared OMol25 entry of this formula, charge and spin) in the second record?
Answer: 460.2 kJ/mol

Question: Which formula does entry 4 have?
Answer: C20H31ErIN5O